1.
Here is C5H13N3O in the gas phase in a non-equilibrium geometry from the Open Molecules 2025 dataset. Energies are from ωB97M-V with the def2-TZVPD basis set.

Properties
- Energy relative to the best compared isomer or geometry (same formula, charge and spin): 124.3 kcal per mole
- Kohn-Sham gap: 0.3167 Ha
- Total energy: -11909.2262 eV
- 2S+1: 1

Each line ends with the Löwdin charge.
Geometry (Å):
1 C 2.1205 0.4189 -1.2185  -0.04
2 N 1.3350 0.5881 -0.1806  -0.03
3 C 0.9395 -0.6154 0.6273  -0.34
4 C 0.9002 -0.2062 2.0965  -0.06
5 C -0.3981 -1.0539 -0.0026  -0.27
6 N -1.5290 -1.3516 0.7897  0.07
7 N -0.6689 0.2558 -0.9667  -0.23
8 C -1.2340 1.5411 -0.5803  -0.10
9 O -1.5200 -0.2680 -2.0220  -0.09
10 H 2.2124 -0.5592 -1.7137  0.07
11 H 2.8921 1.1779 -1.3935  0.06
12 H 1.6585 -1.4348 0.5069  0.13
13 H 0.0649 0.4599 2.3261  0.07
14 H 0.8098 -1.0852 2.7424  0.08
15 H 1.8187 0.3367 2.3425  0.08
16 H -0.2131 -1.8870 -0.6839  0.14
17 H -1.7225 -0.6010 1.4441  0.07
18 H -2.3327 -1.3958 0.1668  0.08
19 H -0.5520 2.1675 -0.0015  0.07
20 H -2.1573 1.4126 -0.0125  0.07
21 H -1.4409 2.1715 -1.4510  0.08
22 H -0.9828 -0.0717 -2.8156  0.10

Cartesian forces, eV/Å:
-0.587 -0.276 3.220
4.265 -0.686 -0.786
-0.909 0.418 -0.724
0.004 -0.011 -0.042
-0.536 3.139 -1.330
-0.198 -0.070 0.516
-0.594 -2.100 -0.969
-0.292 -0.284 0.834
0.335 0.342 -0.227
0.247 0.142 0.167
-0.926 0.248 -0.770
0.021 0.230 -0.070
0.034 0.038 -0.140
0.053 0.091 -0.111
-0.127 -0.171 -0.015
-0.212 0.489 -0.313
0.073 -0.076 0.085
0.065 -0.251 0.124
0.221 -0.596 0.203
-0.365 0.235 0.071
-0.088 -0.591 -0.213
-0.485 -0.259 0.489

2.
Here is C6H12O in the gas phase in a non-equilibrium geometry from the Open Molecules 2025 dataset. Energies are from ωB97M-V with the def2-TZVPD basis set.

Properties
- Energy relative to the best compared isomer or geometry (same formula, charge and spin): 18.9 kcal per mole
- Kohn-Sham gap: 0.3806 Ha
- Total energy: -8463.5323 eV
- 2S+1: 1

Each line ends with the Löwdin charge.
Geometry (Å):
1 C 1.8973 -0.4978 0.1409  -0.03
2 C 0.8336 0.3703 -0.6118  -0.35
3 O 0.8353 1.6376 0.0006  -0.12
4 C -0.3283 1.7995 0.7859  -0.20
5 C -1.0602 0.4570 0.8060  -0.15
6 C -0.6674 -0.1182 -0.5494  -0.32
7 C -0.9417 -1.6093 -0.7322  -0.07
8 H 1.6993 -0.6070 1.2393  0.09
9 H 1.8205 -1.3611 -0.5057  0.06
10 H 2.9358 -0.1044 0.1368  0.08
11 H 1.0612 0.5125 -1.6928  0.15
12 H -0.0309 2.1459 1.7792  0.12
13 H -0.9363 2.5728 0.3034  0.12
14 H -0.6763 -0.1988 1.5966  0.11
15 H -2.1390 0.5702 0.9523  0.12
16 H -1.2541 0.4254 -1.3168  0.15
17 H -2.0123 -1.8373 -0.6359  0.08
18 H -0.6252 -1.9630 -1.7211  0.08
19 H -0.4112 -2.1940 0.0247  0.07

Cartesian forces, eV/Å:
-0.619 0.616 -0.554
0.184 -0.059 0.048
-0.066 0.516 -0.130
-0.381 0.260 0.283
0.026 0.019 0.118
0.262 0.070 0.131
0.160 -0.010 0.064
-0.401 -0.401 -1.146
0.649 -1.176 0.744
-0.776 0.101 -0.597
0.420 -0.254 0.683
-0.112 0.024 -0.030
-0.176 -0.004 0.206
-0.052 0.143 -0.009
0.156 -0.014 -0.068
0.531 -0.067 0.168
0.238 0.166 0.000
0.003 0.076 0.158
-0.044 -0.006 -0.069

3.
Here is 6 unconnected molecules or ions with the total composition H10O5 in a non-equilibrium geometry from the Open Molecules 2025 dataset. Energies are from ωB97M-V with the def2-TZVPD basis set.

Properties
- Energy relative to the best compared isomer or geometry (same formula, charge and spin): 140.7 kcal per mole
- Kohn-Sham gap: 0.3196 Ha
- Total energy: -10394.7470 eV
- 2S+1: 1

Each line ends with the Löwdin charge.
Geometry (Å):
1 H 0.2837 -0.9992 -1.2822  0.09
2 H -0.9567 -1.4304 -0.2471  0.03
3 H 1.8851 0.3500 -0.5004  0.08
4 H 2.8859 -0.8828 -0.3594  0.17
5 H -1.6162 -0.0355 -0.8709  0.00
6 H -2.0851 0.1028 0.6674  0.07
7 H -0.8299 0.2611 2.6887  0.37
8 H 0.5568 -0.4554 1.2890  -0.06
9 H -0.2152 1.2541 0.0336  0.07
10 H 0.5336 2.2639 -1.0859  0.03
11 O -0.6599 -1.4637 -1.2211  -0.14
12 O 1.8594 -0.5963 -0.0434  -0.20
13 O -1.9609 0.6288 -0.2213  -0.15
14 O -0.3291 -0.8294 1.3962  -0.23
15 O 0.6483 1.8319 -0.2431  -0.13

Cartesian forces, eV/Å:
-2.866 -1.701 0.863
1.540 -0.336 -1.865
-0.784 -2.033 1.724
-4.256 0.678 1.605
-0.417 0.350 0.427
0.477 1.464 -2.843
1.495 -3.005 -3.528
0.399 0.019 -0.001
1.955 2.137 -1.567
-0.725 0.037 -0.239
1.671 1.203 0.766
5.283 1.485 -3.326
-0.499 -1.002 2.145
-1.823 2.688 4.341
-1.451 -1.983 1.498

4.
Here is a molecular structure, C36H67IN12O12P2 in a non-equilibrium geometry from the Open Molecules 2025 dataset. Energies are from ωB97M-V with the def2-TZVPD basis set.

Properties
- Kohn-Sham gap: 0.2571 Ha
- Total energy: -107545.7476 eV
- 2S+1: 1

Each line ends with the Löwdin charge.
Geometry (Å):
1 C 5.4172 -5.5224 2.1151  0.02
2 C 4.8586 -4.2426 2.6478  -0.52
3 O 4.7818 -4.0091 3.8082  0.15
4 O 4.4196 -3.2950 1.7669  -0.04
5 C 3.4414 -3.7489 0.8389  -0.22
6 C 2.2661 -2.8270 0.6240  -0.16
7 C 1.1955 -3.4015 -0.1312  -0.56
8 I 1.4677 -5.3828 -0.8640  1.02
9 C 0.0098 -2.7635 -0.4082  -0.36
10 P -1.2979 -3.6989 -1.3535  0.84
11 C -0.6460 -3.6158 -3.0831  -0.28
12 O -2.7324 -2.8882 -1.3711  -0.34
13 C -0.1422 -1.4226 0.0644  -0.21
14 N -1.2995 -0.7583 -0.2132  0.14
15 C -1.3740 0.4617 0.2609  -0.32
16 P -2.9415 1.4167 0.0369  0.89
17 C -4.1494 0.0613 -0.2014  -0.26
18 O -2.8076 2.1529 -1.4340  -0.31
19 C -0.3059 1.0651 0.9631  -0.36
20 O -0.4318 2.3457 1.4479  -0.07
21 N -0.2549 3.3313 0.3963  0.03
22 O 0.2936 4.2554 0.8073  0.10
23 N 0.8104 0.4642 1.2019  0.24
24 C 0.9134 -0.8264 0.7721  -0.13
25 C 2.1232 -1.5242 1.0680  -0.08
26 C 3.1813 -0.7508 1.8169  -0.12
27 C 4.1484 -0.0419 0.8271  -0.17
28 C 5.5374 -0.6540 0.7079  -0.20
29 C 6.4908 0.2176 -0.1164  -0.20
30 N 7.5261 -0.6228 -0.7613  0.02
31 C 7.5979 -0.5525 -2.1590  -0.57
32 N 6.6216 -0.7123 -2.9486  0.13
33 N 8.8924 -0.3293 -2.7293  0.09
34 H 5.7288 -6.1061 2.9726  0.09
35 H 4.6736 -6.1182 1.5948  0.06
36 H 6.2958 -5.3705 1.4948  0.10
37 H 3.0382 -4.6924 1.2019  0.06
38 H 3.9026 -3.9807 -0.1238  0.11
39 H -0.4134 -4.6376 -3.3657  0.00
40 H 0.2648 -3.0308 -3.1703  0.04
41 H -1.4363 -3.2804 -3.7476  0.01
42 H -2.6416 -2.1434 -1.9839  0.01
43 H -5.0870 0.2795 0.2938  0.03
44 H -4.2716 -0.1071 -1.2670  0.00
45 H -3.7418 -0.8608 0.2109  0.02
46 H -3.2764 2.9890 -1.3880  0.03
47 H 3.7049 -1.3312 2.5578  0.11
48 H 2.7109 0.0594 2.3588  0.10
49 H 4.2863 0.9785 1.1943  0.11
50 H 3.6954 0.0643 -0.1573  0.12
51 H 5.9760 -0.9165 1.6659  0.12
52 H 5.4545 -1.5805 0.1426  0.10
53 H 5.9462 0.8067 -0.8488  0.11
54 H 7.0132 0.9025 0.5502  0.12
55 H 8.4306 -0.4788 -0.3425  0.10
56 H 5.7825 -0.9096 -2.4039  0.04
57 H 9.2922 -1.2454 -2.9138  0.08
58 H 9.4913 0.0774 -2.0180  0.06
59 C -4.3739 -2.3772 -4.8109  -0.32
60 O -3.3531 -2.3124 -4.1465  0.00
61 N -5.3564 -1.4641 -4.8059  -0.19
62 C -6.5432 -1.6037 -5.6272  -0.05
63 C -5.2226 -0.3002 -3.9479  -0.03
64 H -4.5710 -3.2206 -5.4916  0.14
65 H -6.6248 -0.7577 -6.3120  0.09
66 H -7.4328 -1.6349 -4.9956  0.09
67 H -6.4911 -2.5221 -6.2072  0.08
68 H -4.3248 0.2598 -4.2125  0.10
69 H -5.1334 -0.6195 -2.9109  0.07
70 H -6.0952 0.3381 -4.0577  0.09
71 C -0.4272 -4.0018 3.6333  -0.35
72 O -0.2212 -4.6705 2.6395  0.01
73 N -1.4140 -3.0933 3.7533  -0.19
74 C -1.6066 -2.3198 4.9626  -0.06
75 C -2.3143 -2.8894 2.6286  -0.03
76 H 0.1939 -4.0900 4.5413  0.14
77 H -2.5982 -2.5132 5.3777  0.09
78 H -1.5174 -1.2533 4.7434  0.09
79 H -0.8567 -2.5896 5.7031  0.08
80 H -2.8228 -3.8220 2.3825  0.10
81 H -1.7516 -2.5725 1.7525  0.06
82 H -3.0501 -2.1298 2.8832  0.09
83 C 1.0546 6.9101 -4.0826  -0.37
84 O 1.6300 7.6865 -4.8198  0.01
85 N 0.8099 7.1255 -2.7779  -0.19
86 C 0.1144 6.1670 -1.9417  -0.06
87 C 1.2484 8.3689 -2.1649  -0.04
88 H 0.6745 5.9355 -4.4377  0.13
89 H -0.7912 6.6272 -1.5372  0.08
90 H 0.7548 5.8603 -1.1155  0.07
91 H -0.1621 5.2865 -2.5200  0.08
92 H 0.7799 9.2150 -2.6660  0.09
93 H 2.3304 8.4747 -2.2526  0.09
94 H 0.9620 8.3677 -1.1173  0.08
95 C -2.6702 9.2190 -1.5219  -0.37
96 O -1.7984 9.5664 -0.7461  0.00
97 N -3.7278 8.4558 -1.1993  -0.20
98 C -4.7330 8.0849 -2.1729  -0.06
99 C -3.8633 7.9782 0.1713  -0.04
100 H -2.6523 9.5063 -2.5883  0.13
101 H -5.7117 8.4527 -1.8589  0.09
102 H -4.7800 6.9978 -2.2671  0.09
103 H -4.4908 8.5128 -3.1439  0.08
104 H -3.9153 8.8279 0.8529  0.10
105 H -2.9914 7.3798 0.4362  0.08
106 H -4.7555 7.3800 0.2684  0.05
107 C -5.2460 5.1716 2.7363  -0.34
108 O -5.2087 6.0058 1.8487  -0.01
109 N -4.1716 4.7326 3.4099  -0.19
110 C -4.2689 3.7361 4.4579  -0.06
111 C -2.8668 5.2787 3.0694  -0.03
112 H -6.1879 4.6988 3.0607  0.13
113 H -3.8995 4.1467 5.3994  0.09
114 H -3.6728 2.8600 4.1956  0.09
115 H -5.3047 3.4311 4.5894  0.08
116 H -2.8656 6.3592 3.2161  0.10
117 H -2.6422 5.0765 2.0216  0.08
118 H -2.1049 4.8253 3.6974  0.09
119 C 3.8148 -8.7023 1.1197  -0.36
120 O 4.7876 -8.5050 1.8249  0.00
121 N 2.6725 -9.2764 1.5313  -0.19
122 C 1.5495 -9.4767 0.6378  -0.06
123 C 2.5667 -9.7051 2.9161  -0.04
124 H 3.7936 -8.4119 0.0547  0.13
125 H 0.6767 -8.9421 1.0173  0.09
126 H 1.3159 -10.5411 0.5664  0.09
127 H 1.7891 -9.1013 -0.3548  0.07
128 H 2.7047 -8.8520 3.5806  0.09
129 H 3.3420 -10.4388 3.1385  0.09
130 H 1.5881 -10.1452 3.0878  0.09

Cartesian forces, eV/Å:
0.141 -0.177 0.277
-0.117 -0.254 -0.332
0.166 0.414 1.103
-0.289 0.152 -0.368
0.296 -0.079 0.155
-0.393 0.284 -0.106
-0.323 0.001 0.005
-0.231 0.157 -0.052
-0.006 0.209 -0.546
-0.321 -1.352 0.636
-0.060 -0.020 0.315
1.041 0.279 -0.318
-0.081 -0.843 -0.466
0.960 0.412 0.556
-1.012 0.303 -1.109
-0.695 0.597 1.527
0.789 -0.278 -0.266
0.178 -0.615 -0.370
0.020 -0.215 -0.154
0.307 0.030 0.524
0.328 -0.161 -0.481
-0.288 0.222 0.232
-0.178 -0.129 -0.067
0.252 0.333 0.333
0.366 -0.502 0.329
0.050 0.663 -0.496
0.443 0.325 0.935
-0.374 -0.222 -1.089
0.268 -0.750 0.861
0.042 1.078 -0.362
0.230 -0.206 -0.374
-0.285 0.151 0.119
-0.050 -0.550 0.899
-0.015 -0.122 0.069
0.054 0.099 -0.239
-0.104 0.170 -0.322
-0.114 -0.028 0.072
0.123 0.138 -0.074
0.086 -0.148 -0.022
-0.033 0.214 -0.128
0.009 0.289 -0.032
-0.498 0.167 0.036
-0.172 0.228 -0.105
-0.197 -0.040 -0.038
-0.023 -0.070 0.023
0.084 0.179 0.022
0.203 -0.357 -0.098
-0.363 -0.093 0.094
-0.085 0.141 -0.013
-0.057 -0.110 -0.127
-0.049 0.064 0.207
0.010 -0.281 0.114
0.019 -0.047 -0.253
-0.093 0.284 -0.009
0.025 -0.027 0.086
-0.036 -0.126 -0.113
0.038 0.114 -0.491
0.107 0.106 -0.133
0.074 -0.163 -0.089
-0.149 0.231 -0.013
-0.103 0.003 -0.076
0.070 0.145 0.147
0.156 -0.104 -0.040
0.002 0.002 -0.002
-0.063 -0.038 -0.041
-0.049 -0.021 -0.067
0.034 -0.017 0.010
-0.007 0.047 0.064
-0.060 0.041 -0.026
-0.030 -0.023 -0.026
0.132 -0.043 0.069
0.016 -0.009 -0.110
-0.055 0.108 0.090
-0.105 -0.024 -0.223
0.120 -0.161 0.037
-0.007 0.033 0.000
0.019 0.051 0.077
0.002 0.023 0.091
0.026 -0.022 -0.017
-0.030 0.032 -0.065
-0.074 -0.010 -0.055
0.014 0.014 0.050
-0.007 -0.066 -0.112
0.007 0.049 0.030
-0.080 -0.113 0.192
0.051 0.236 -0.110
0.062 0.015 -0.199
-0.009 -0.007 0.033
-0.020 -0.100 0.082
-0.058 -0.053 0.039
0.031 0.006 -0.048
0.023 0.064 0.075
-0.005 0.013 -0.004
-0.052 0.039 -0.002
0.118 0.086 -0.141
0.012 -0.096 0.045
-0.046 -0.041 -0.028
0.054 -0.022 0.211
0.229 0.334 -0.281
-0.030 0.017 0.011
-0.040 -0.038 -0.075
-0.072 0.003 -0.064
0.031 0.016 0.006
0.013 -0.057 0.063
-0.039 -0.034 0.098
-0.068 -0.046 -0.046
-0.084 -0.037 -0.025
-0.057 -0.162 0.133
0.036 -0.071 0.113
0.184 0.100 -0.107
-0.165 0.060 -0.084
0.011 -0.001 0.017
-0.028 -0.067 0.046
-0.026 -0.041 0.050
-0.026 0.025 -0.027
0.059 0.006 -0.020
0.056 0.001 0.003
-0.020 -0.045 0.015
0.085 0.016 -0.075
-0.050 -0.095 0.027
-0.081 -0.034 -0.108
-0.008 -0.035 0.277
0.165 0.091 -0.055
-0.022 -0.010 0.000
-0.060 -0.017 -0.107
-0.069 0.023 -0.073
0.034 0.017 0.002
-0.014 -0.037 0.054
-0.020 -0.003 0.062
-0.025 0.009 -0.048

- Which formula does entry 1 have?
  C5H13N3O